Molecular formula: C48H148N8O30
Method: DFT, wB97M-V/def2-TZVPD

total energy: -125511.5605 eV
highest occupied orbital energy: -8.19 eV
M: 1317.738 g mol⁻¹
energy above the lowest of the compared OMol25 structures with the same formula, charge and spin: 1.0544 eV
frontier orbital gap: 8.5 eV
spin multiplicity: 1

XYZ file:
```
234
Properties=species:S:1:pos:R:3:forces:R:3:mulliken_charge:R:1
C 3.9498 4.5376 2.8341 1.27 0.58 -2.17 -0.229
O 4.2530 3.6994 3.8769 0.12 -1.26 1.22 -0.435
C 4.5080 2.3255 3.4869 3.09 1.32 1.93 0.178
C 4.7069 1.5173 4.8055 -0.70 2.32 0.11 -1.206
N 3.3980 1.2139 5.4395 0.60 -0.41 -0.08 0.108
C 3.4140 0.0686 6.3553 2.14 0.71 0.43 -0.336
C 3.9467 0.3344 7.7816 -0.73 0.01 -1.00 -0.686
O 3.0498 1.2036 8.4383 -0.57 0.07 0.83 -0.364
C 2.1635 0.4592 9.2402 -0.31 -1.12 -1.19 -0.622
H 3.8078 5.5761 3.1754 -0.01 -0.55 0.10 0.271
H 3.0751 4.2071 2.2639 -0.28 0.02 0.09 -0.149
H 4.8126 4.5295 2.0756 -0.96 0.19 0.78 0.322
H 5.4562 2.2849 2.8652 -0.96 0.07 0.58 0.436
H 3.7184 1.9983 2.9276 -2.16 -1.13 -1.57 -0.048
H 5.3476 2.2382 5.4289 -0.56 -1.29 -0.54 0.398
H 5.2069 0.5942 4.6153 0.54 -0.57 -0.17 0.440
H 3.0829 2.0475 5.9191 -0.14 -0.12 0.18 0.421
H 4.0393 -0.7340 5.9892 0.62 -0.01 -0.70 -0.300
H 2.5028 -0.4495 6.4231 -1.87 -0.09 0.17 0.547
H 4.8784 0.9012 7.7854 0.35 -0.60 -0.19 0.291
H 3.9811 -0.6612 8.2688 0.49 0.60 0.11 0.451
H 2.7143 -0.0649 10.0198 -0.02 -0.26 0.07 0.299
H 1.5708 -0.2701 8.6043 0.69 0.43 0.69 0.198
H 1.4349 1.0786 9.6943 -0.53 0.99 0.42 0.283
C 2.2047 3.1183 -3.6410 0.74 -1.96 -1.85 -0.136
O 1.9747 3.0289 -5.0663 -0.20 0.84 0.39 -0.472
C 1.5290 1.8007 -5.5200 -1.28 -1.42 0.57 0.295
C 2.5488 1.0104 -6.3086 -1.12 1.32 -1.15 -1.067
N 3.6602 0.5049 -5.6140 1.77 -1.24 0.36 0.220
C 4.7692 0.1837 -6.5407 0.24 1.86 0.06 -0.808
C 4.5721 -1.1367 -7.1985 -0.67 -0.96 -0.70 -0.166
O 5.7891 -1.5306 -7.7756 1.05 0.39 0.66 -0.328
C 5.9827 -2.8930 -8.0026 -0.73 -0.30 -1.73 -0.667
H 1.6009 2.3079 -3.1950 0.82 0.17 -0.03 -0.280
H 1.8018 4.0253 -3.2822 -0.01 1.33 0.33 0.420
H 3.3137 2.9834 -3.5587 -1.08 0.25 0.92 0.294
H 0.5765 1.8974 -6.0850 0.74 0.39 -0.42 0.351
H 1.1352 1.1614 -4.6925 0.62 0.26 0.04 -0.198
H 2.8643 1.6527 -7.1644 -0.09 -0.13 0.29 0.342
H 2.0128 0.1876 -6.7503 -0.41 -0.49 -0.38 0.295
H 3.9741 1.0036 -4.8045 0.08 0.65 0.20 0.064
H 5.7857 0.2332 -6.0814 -0.97 -0.21 0.07 0.319
H 4.7627 0.9767 -7.3416 0.29 -0.55 0.56 0.325
H 3.8324 -1.0671 -8.0127 -0.13 0.07 0.15 0.251
H 4.1493 -1.8541 -6.4763 0.49 -0.07 0.00 0.159
H 7.0365 -3.1642 -8.0934 0.03 0.44 0.35 0.242
H 5.5507 -3.1225 -9.0131 0.06 -0.28 0.73 0.253
H 5.5048 -3.5028 -7.2463 -0.10 -0.24 0.25 0.298
C 0.7347 2.8009 4.0231 0.81 1.01 -0.92 0.297
O 0.4244 4.1320 3.5480 -0.40 -0.16 1.51 0.022
C 0.4557 5.1724 4.5572 0.94 0.52 -2.28 -0.936
C 0.1015 6.4340 3.8002 0.38 -0.06 -1.55 -0.443
N 1.1917 6.8152 2.9048 -0.05 1.35 0.36 -0.090
C 1.0310 8.0147 2.0632 -1.90 -0.69 -0.33 -0.821
C 0.1664 7.7898 0.7664 2.86 -1.67 -0.46 -0.683
O 0.7586 6.7143 -0.0627 0.04 -0.06 0.35 -0.403
C 0.0835 5.4630 -0.0407 -0.29 0.53 0.56 0.953
H 1.7297 2.7885 4.5054 -0.70 0.02 0.14 -0.053
H 0.8665 2.2477 3.0954 -0.16 -0.33 0.00 -0.559
H -0.0662 2.3419 4.6027 0.05 0.17 0.22 0.348
H 1.4593 5.2545 4.9569 0.35 -0.07 0.22 0.308
H -0.2396 5.1641 5.3423 -1.24 -1.19 1.23 0.430
H -0.1053 7.2736 4.4525 -0.07 0.10 0.30 0.524
H -0.8011 6.1982 3.2049 -0.15 0.11 0.41 0.242
H 1.5130 6.0463 2.3520 0.06 -0.41 -0.25 -0.169
H 2.0023 8.2677 1.7079 0.81 0.58 -0.08 0.415
H 0.5448 8.8642 2.6245 0.74 -0.82 -0.30 0.381
H 0.2761 8.5589 0.0275 -0.51 1.20 0.32 0.435
H -0.8131 7.4977 0.9870 -1.76 -0.05 0.31 0.397
H 0.5817 4.7389 -0.6881 0.03 0.47 -0.42 -0.579
H -0.9833 5.6124 -0.3568 0.73 -0.45 0.40 0.037
H 0.1957 5.0196 0.9561 -0.67 -0.03 0.08 -0.160
C -1.1181 -0.4787 -5.5259 0.16 -0.72 -0.22 -0.597
O -2.3131 -1.1659 -5.8972 0.25 0.87 -0.21 -0.401
C -2.2381 -2.5796 -5.9596 1.22 0.40 1.99 -0.364
C -3.5715 -3.1122 -6.2216 -2.06 -0.02 -2.13 -0.800
N -4.5100 -2.5632 -5.2219 0.51 -0.01 -0.78 -0.029
C -5.9133 -2.6365 -5.5855 0.74 1.24 -1.15 -0.716
C -6.6631 -1.8245 -4.5544 -0.37 -1.02 1.10 -0.605
O -6.2201 -0.5182 -4.4321 0.57 0.57 1.36 -0.229
C -6.4246 0.2942 -5.5330 0.26 0.47 0.18 -0.759
H -0.7588 -0.7271 -4.5107 -0.29 0.03 -0.28 0.292
H -1.2527 0.5796 -5.6460 -0.76 0.54 0.42 -0.119
H -0.2969 -0.6279 -6.2267 0.17 -0.76 -0.17 0.477
H -1.9735 -2.9241 -4.9410 0.62 -0.14 -0.42 0.143
H -1.5525 -2.8835 -6.7341 0.58 -0.29 -0.11 0.554
H -3.5809 -4.2350 -6.3403 -0.01 1.12 0.60 0.321
H -3.7929 -2.7175 -7.2767 -0.34 -0.49 0.98 0.308
H -4.3836 -1.5570 -5.3300 0.76 -0.09 0.74 0.115
H -6.2320 -3.6394 -5.6487 -0.65 -1.23 0.13 0.514
H -6.0133 -2.1907 -6.6248 -0.40 -0.42 0.82 0.356
H -6.5035 -2.2473 -3.5336 -0.03 -0.02 -0.79 0.151
H -7.7341 -1.8399 -4.7234 -0.47 -0.04 -0.31 0.501
H -6.3659 1.3449 -5.2317 0.27 -0.23 0.00 0.167
H -7.4045 0.1305 -5.9115 -1.02 -0.12 -0.74 0.350
H -5.6755 0.0430 -6.2607 0.30 0.34 -0.89 0.318
C -3.1622 1.3129 -2.3903 0.37 0.79 0.00 -0.839
O -3.1194 0.2277 -1.5336 0.00 -1.14 1.39 0.072
C -3.5394 -1.0045 -2.1189 1.30 -0.25 0.23 -0.095
C -3.3779 -2.1436 -1.0830 -0.73 1.07 -0.43 -1.271
N -3.8078 -1.7460 0.2727 1.32 -0.57 -0.73 1.089
C -5.1958 -1.4451 0.4687 -0.30 -0.70 0.17 -0.528
C -5.4371 -1.0681 1.9057 -0.25 -0.80 1.07 -0.669
O -4.8453 0.2215 2.1136 -0.45 -0.32 -0.25 -0.307
C -5.0853 0.8109 3.3861 -0.28 -0.98 0.06 -0.847
H -2.4510 1.1060 -3.1854 -0.02 0.38 -0.64 0.164
H -2.8328 2.2291 -1.8460 -0.27 -0.68 -0.32 0.119
H -4.1735 1.4604 -2.7650 -0.07 0.18 -0.31 0.485
H -2.9298 -1.2015 -3.0313 -0.36 -0.03 0.43 -0.172
H -4.5585 -0.9719 -2.4033 -1.22 0.47 -0.52 0.483
H -2.3397 -2.3962 -1.0675 0.77 -0.35 0.41 0.229
H -3.9269 -2.9979 -1.4806 -0.11 -0.13 0.29 0.483
H -3.2301 -0.9293 0.4324 -0.26 0.13 0.40 -0.710
H -5.7886 -2.3236 0.1512 0.15 0.29 0.40 0.474
H -5.5576 -0.6026 -0.0726 -0.30 0.86 -1.01 0.239
H -4.9745 -1.8453 2.5749 -0.12 0.68 -0.33 0.143
H -6.5299 -1.1014 2.1518 0.68 0.51 -0.23 0.514
H -6.1834 0.9355 3.5948 0.98 -0.14 -0.16 0.308
H -4.5773 1.7601 3.3626 -0.03 0.44 0.09 0.269
H -4.5888 0.1745 4.1413 -0.46 0.30 0.08 0.301
C 2.6064 -4.3906 3.1562 0.90 0.78 -0.03 0.195
O 3.0880 -3.0309 2.9864 -0.69 -0.11 -0.26 -0.243
C 2.0984 -2.0219 3.2887 -0.10 0.04 -0.94 0.598
C 2.6534 -0.6945 2.7726 0.40 0.21 -0.51 -0.136
N 2.6261 -0.5165 1.3092 0.23 -2.28 -0.43 0.917
C 1.2449 -0.5302 0.8403 -0.29 -0.71 0.12 0.959
C 1.1812 -0.4510 -0.6526 -2.07 1.63 0.79 -0.813
O 1.7419 0.7584 -1.1237 -0.26 1.20 -0.13 -0.673
C 1.0390 1.9930 -0.7200 0.79 -1.83 -0.82 0.000
H 3.1643 -5.0069 2.4126 -0.48 0.31 0.78 0.088
H 1.5349 -4.4333 2.9576 0.06 -0.12 0.00 -0.484
H 2.8110 -4.6714 4.2102 -0.23 -0.32 -0.65 0.271
H 2.0410 -1.9366 4.3555 -0.50 -0.05 0.83 0.301
H 1.0897 -2.2721 2.8324 1.14 0.10 0.64 -0.289
H 3.6845 -0.6196 3.1446 -0.08 0.02 -0.27 -1.039
H 2.1588 0.2063 3.1282 -0.36 -0.30 0.71 -0.380
H 2.9962 -1.4055 0.8971 0.16 0.92 0.43 0.469
H 0.7409 0.2654 1.3495 -0.49 0.92 0.01 -0.470
H 0.6275 -1.4152 1.0795 0.56 -0.09 0.19 -0.494
H 0.0862 -0.5591 -0.9320 0.92 0.30 -0.05 -0.047
H 1.6885 -1.2525 -1.0964 0.92 -1.01 -0.70 0.484
H 1.3079 2.3337 0.2815 0.26 0.03 -0.15 0.307
H -0.0099 1.7216 -0.7281 -0.51 0.39 -0.11 0.234
H 1.3024 2.6754 -1.5389 -0.38 0.11 1.04 -0.416
C -2.0732 3.6153 -5.2241 0.49 -1.23 0.35 -0.823
O -2.7764 4.1382 -4.1221 0.13 -0.56 -0.89 -0.230
C -1.9815 5.0810 -3.4804 1.47 0.99 0.92 -0.052
C -2.9198 5.7787 -2.5044 0.72 1.53 -0.47 -0.845
N -4.0369 6.3704 -3.1837 -0.49 -0.90 -0.80 -0.240
C -4.8862 7.1551 -2.3219 0.20 0.91 -1.25 -0.693
C -6.0050 7.7205 -3.1948 0.60 0.71 0.33 -0.641
O -6.5705 6.6474 -3.8415 -0.16 -2.19 0.07 -0.277
C -7.5951 7.0031 -4.6795 -0.45 0.12 -1.46 -0.802
H -2.6350 2.8703 -5.7816 -0.51 -0.01 0.30 0.342
H -1.1729 3.1056 -4.8466 0.07 0.08 -0.17 0.082
H -1.7615 4.3551 -5.9361 0.14 0.78 -0.26 0.482
H -1.4831 5.7757 -4.2220 -0.84 -0.38 0.61 0.579
H -1.0733 4.6465 -2.9038 -1.37 0.11 -0.72 -0.118
H -2.4929 6.7456 -2.1635 0.84 -1.17 0.86 0.398
H -3.1903 5.0580 -1.7210 0.05 0.24 0.30 0.213
H -4.5400 5.6761 -3.7321 -0.15 0.31 0.30 0.323
H -4.2365 7.9423 -1.8802 -0.69 -0.24 -0.10 0.339
H -5.4004 6.6180 -1.5473 -0.02 -0.64 0.83 0.328
H -5.6520 8.4043 -3.9777 0.24 0.36 0.38 0.377
H -6.7848 8.1759 -2.5830 0.07 0.54 0.19 0.458
H -8.1487 6.1561 -5.0827 0.24 -0.42 0.41 0.244
H -7.2002 7.5016 -5.5735 -0.05 0.40 0.06 0.316
H -8.3086 7.6324 -4.1797 -0.48 0.59 0.24 0.300
C -0.8917 -3.9793 5.9402 0.82 -0.34 1.15 -0.760
O 0.0419 -4.7711 5.1944 -1.09 -0.54 0.01 -0.219
C -0.5539 -6.0464 4.9295 0.02 -0.32 -1.87 -0.567
C -1.8752 -5.9646 4.0460 1.14 0.16 0.01 -0.987
N -1.5752 -5.0795 2.9248 0.43 -0.72 -0.28 0.909
C -2.6357 -4.8764 1.9426 -0.42 -0.33 0.78 -0.176
C -2.7091 -5.9168 0.7543 -1.07 0.78 1.43 -0.660
O -4.0133 -5.6187 0.2935 -0.14 -0.27 -0.95 -0.217
C -4.4584 -6.4379 -0.7740 -0.35 -0.45 0.73 -0.847
H -0.8546 -4.2756 7.0242 -0.01 0.29 -0.81 0.284
H -1.8973 -4.1461 5.5955 -0.44 0.15 -0.17 0.346
H -0.6411 -2.9249 5.8394 0.12 -0.08 -0.07 0.205
H -0.8151 -6.5998 5.7946 -0.24 -0.19 1.48 0.457
H 0.2099 -6.7256 4.4302 -0.77 1.24 0.20 0.245
H -2.8051 -5.6383 4.5763 0.68 -0.33 -0.08 0.350
H -2.0216 -6.9845 3.6816 -0.23 0.01 0.03 0.397
H -1.1405 -4.2495 3.3056 -0.24 0.45 -0.44 -0.053
H -2.5611 -3.9092 1.4802 0.37 0.50 -0.19 -0.374
H -3.6177 -4.8152 2.5046 0.62 -0.57 -0.87 0.100
H -2.7398 -6.9811 1.1369 0.66 0.82 -0.52 0.435
H -1.9554 -5.6727 -0.0399 -0.38 -0.56 0.73 0.306
H -4.4545 -7.5030 -0.4607 0.15 0.32 -0.20 0.326
H -3.8713 -6.3298 -1.6912 0.01 0.14 0.05 0.303
H -5.5071 -6.1730 -0.9330 0.22 0.07 -0.25 0.264
O 5.6279 -2.6738 4.5131 -0.50 -0.25 -0.33 -0.746
H 5.4561 -2.7268 5.4684 -0.06 0.10 0.02 0.204
H 4.7553 -2.7011 4.0576 0.28 0.15 0.20 0.609
O 5.1408 -3.3695 7.4106 0.03 0.66 -0.28 -0.596
H 4.6215 -4.1003 7.0876 -0.55 -0.50 -0.01 0.295
H 6.0017 -3.7867 7.4553 0.49 -0.19 0.20 0.290
O 1.2226 -3.4820 -0.4099 -0.07 0.38 0.37 -0.285
H 1.5196 -3.5338 -1.3235 0.04 -0.17 -0.54 0.247
H 1.2240 -4.3822 -0.0875 -0.08 -0.40 0.22 0.130
O 3.9125 -1.7690 -3.5943 -0.80 -0.26 -1.67 -0.755
H 4.2877 -1.3179 -2.8655 0.75 0.61 1.61 0.276
H 3.7090 -0.9759 -4.1422 -0.10 -0.65 -0.28 0.454
O 2.3971 -7.5942 2.5444 -1.17 1.01 0.36 -0.652
H 1.6534 -7.0315 2.1691 0.87 -0.84 0.30 0.383
H 2.8688 -7.8930 1.7809 0.41 -0.32 -0.68 0.278
O -1.8891 0.7961 1.6463 -0.71 0.13 -1.72 -0.256
H -1.7487 0.8438 0.6542 -0.37 -0.04 1.58 0.132
H -2.8732 0.6854 1.7460 0.92 0.16 -0.14 0.148
O -1.6844 -1.6519 2.7969 0.33 -0.25 0.27 -0.396
H -1.4106 -0.8202 2.3435 -0.80 -0.55 0.26 0.384
H -2.6152 -1.8399 2.5943 0.49 0.41 -0.33 0.153
O 1.8231 -3.6043 -3.2374 -0.63 -1.27 -0.43 -0.566
H 2.5818 -3.0668 -3.4752 0.74 0.66 -0.10 0.370
H 1.8615 -4.3922 -3.8201 -0.03 0.78 0.63 0.226
O 6.1575 -6.0168 6.8861 -0.31 0.08 -0.33 -0.617
H 5.8835 -6.1526 5.9584 0.18 0.17 0.04 0.377
H 6.6973 -6.7795 7.0884 0.16 -0.18 0.14 0.278
O 0.3144 -6.2584 1.3026 -0.19 0.36 0.44 -0.702
H -0.3204 -5.8555 1.9692 0.32 0.37 0.00 0.390
H -0.2894 -6.8308 0.8367 0.01 -0.54 -0.52 0.258
O 5.7339 -5.6078 4.0649 -0.99 -0.22 -0.73 -0.731
H 5.5180 -4.6615 4.2064 0.32 -0.34 -0.30 0.426
H 5.1158 -5.9372 3.3605 0.78 0.54 1.12 0.323
O 4.9487 1.2051 0.2865 -0.16 -0.63 0.03 -0.801
H 4.0497 0.8071 0.3527 0.45 0.10 0.41 0.401
H 5.5128 0.6001 0.8114 -0.44 0.35 -0.27 0.281
O 6.6320 -0.9578 2.2598 0.00 -0.10 0.20 -0.514
H 7.3229 -1.3384 1.7228 0.32 0.04 -0.55 0.238
H 6.6665 -1.5407 3.0310 -0.47 0.12 0.35 0.239
O 4.1705 0.7152 -2.4948 -0.42 -0.01 -0.15 -0.711
H 4.6119 0.9341 -1.6699 0.67 0.21 0.45 0.398
H 3.2418 0.7268 -2.1944 -0.01 -0.03 -0.14 0.622
```
Positions in Å, forces in eV/Å.